Entry 1:
A molecular structure, C39H85AlNO11. Source: OMol25; level of theory: ωB97M-V/def2-TZVPD.

XYZ file:
```
137
Properties=species:S:1:pos:R:3:mulliken_charge:R:1
C -4.194 -0.933 2.944 -0.64
C -4.925 0.326 3.600 0.90
C -4.459 0.759 5.039 -0.58
C -5.113 1.946 5.824 -0.42
C -6.282 2.684 5.075 -0.47
C -6.740 2.259 3.633 -0.87
C -6.070 1.057 2.856 0.52
C -6.649 0.689 1.420 -0.66
Al -5.386 1.065 -0.144 -0.37
O -3.873 -0.027 -0.206 -0.27
C -6.481 0.667 -1.867 -0.67
C -5.553 0.466 -3.160 -0.43
C -4.866 -1.003 -3.195 0.49
N -3.667 -1.134 -4.050 -0.60
O -5.328 -2.000 -2.578 -0.60
C -4.770 3.007 -0.311 -0.18
O -3.567 3.346 0.455 -0.52
C -2.364 2.989 -0.235 -0.33
O -1.576 2.165 0.690 -0.02
C -1.393 2.897 1.935 -0.54
C -0.167 2.210 2.771 0.06
O 0.233 1.041 2.014 -0.33
H -3.430 -0.543 2.191 -0.04
H -3.588 -1.518 3.740 0.33
H -4.950 -1.673 2.519 0.22
H -3.625 0.198 5.605 0.16
H -4.796 2.245 6.889 0.22
H -6.849 3.555 5.572 0.25
H -7.605 2.816 3.143 0.21
H -7.019 -0.405 1.420 0.27
H -7.587 1.344 1.255 0.32
H -4.104 -0.980 -0.158 0.14
H -7.247 1.522 -2.022 0.31
H -7.078 -0.293 -1.672 0.25
H -4.780 1.300 -3.315 0.16
H -6.250 0.479 -4.086 0.35
H -3.485 -2.157 -4.127 0.29
H -2.899 -0.688 -3.504 0.27
H -5.595 3.795 -0.103 0.24
H -4.496 3.168 -1.432 0.22
H -1.689 3.875 -0.513 0.38
H -2.519 2.371 -1.181 0.08
H -2.306 2.827 2.636 0.17
H -1.151 3.984 1.634 0.33
H 0.644 3.007 2.891 0.19
H -0.534 1.933 3.828 -0.07
H 0.340 0.323 2.673 0.22
C 0.401 -0.590 -0.600 -0.21
C 1.131 -1.836 -0.136 0.00
O 1.717 -2.579 -1.200 -0.43
C 2.714 -1.912 -1.962 -0.01
C 3.928 -1.510 -1.144 -1.07
H -0.314 -0.833 -1.391 0.06
H -0.136 -0.129 0.233 0.08
H 1.095 0.152 -1.002 0.23
H 0.411 -2.505 0.345 0.43
H 1.884 -1.595 0.621 -0.29
H 2.285 -1.051 -2.484 -0.05
H 3.032 -2.617 -2.735 0.42
H 3.679 -0.731 -0.418 0.21
H 4.716 -1.121 -1.794 0.43
H 4.319 -2.364 -0.585 0.25
C -3.497 -4.934 -2.460 -0.97
C -2.447 -5.241 -3.515 -0.43
O -1.280 -4.436 -3.403 -0.48
C -0.542 -4.563 -2.193 0.51
C 0.005 -5.961 -1.965 -1.28
H -3.721 -3.864 -2.437 0.23
H -4.418 -5.484 -2.668 0.40
H -3.155 -5.218 -1.463 0.26
H -2.870 -5.031 -4.502 0.38
H -2.180 -6.303 -3.510 0.37
H -1.143 -4.229 -1.341 0.18
H 0.297 -3.869 -2.271 -0.22
H -0.798 -6.680 -1.782 0.35
H 0.668 -5.975 -1.096 0.39
H 0.561 -6.307 -2.840 0.33
C 0.374 0.378 -4.707 -0.73
C -0.062 1.486 -5.651 -0.56
O 0.001 2.781 -5.069 -0.45
C 1.286 3.222 -4.654 -0.20
C 2.284 3.330 -5.794 -0.78
H -0.166 0.443 -3.759 0.09
H 0.185 -0.601 -5.156 0.49
H 1.441 0.443 -4.482 0.23
H -1.109 1.323 -5.923 0.39
H 0.510 1.458 -6.584 0.30
H 1.669 2.583 -3.852 0.16
H 1.143 4.215 -4.219 0.37
H 2.534 2.347 -6.200 -0.02
H 3.211 3.793 -5.447 0.39
H 1.874 3.927 -6.613 0.31
C 6.175 -0.028 -5.712 -1.15
C 5.745 1.081 -6.658 -0.29
O 5.812 2.376 -6.076 -0.35
C 7.097 2.816 -5.660 -0.33
C 8.097 2.923 -6.799 -1.06
H 5.633 0.040 -4.765 0.30
H 5.984 -1.006 -6.160 0.41
H 7.242 0.033 -5.485 0.28
H 4.699 0.921 -6.932 0.32
H 6.319 1.051 -7.590 0.30
H 7.479 2.177 -4.857 0.30
H 6.955 3.809 -5.225 0.32
H 8.347 1.939 -7.204 0.26
H 9.024 3.386 -6.451 0.39
H 7.687 3.519 -7.618 0.29
C -1.059 1.788 9.931 -1.15
C -1.924 1.117 8.876 -0.24
O -1.378 1.193 7.567 -0.32
C -0.120 0.563 7.371 -0.13
C -0.149 -0.935 7.621 -1.12
H -0.810 2.809 9.633 0.29
H -1.582 1.815 10.891 0.40
H -0.119 1.250 10.077 0.27
H -2.889 1.631 8.836 0.23
H -2.137 0.077 9.143 0.35
H 0.651 1.050 7.976 0.33
H 0.150 0.737 6.325 0.16
H -0.319 -1.160 8.677 0.29
H 0.802 -1.389 7.332 0.40
H -0.955 -1.407 7.052 0.27
C 7.317 -2.026 2.891 -0.97
C 6.279 -2.259 3.976 -0.27
O 5.703 -1.060 4.475 -0.43
C 4.987 -0.268 3.535 -0.58
C 3.787 -0.979 2.937 -0.59
H 8.065 -1.302 3.223 0.29
H 7.818 -2.963 2.636 0.39
H 6.860 -1.632 1.980 0.17
H 6.765 -2.743 4.828 0.33
H 5.497 -2.945 3.635 0.28
H 5.660 0.099 2.753 0.31
H 4.637 0.612 4.081 0.35
H 4.094 -1.813 2.299 0.15
H 3.200 -0.290 2.324 0.32
H 3.147 -1.388 3.723 0.24
```

Computed properties:
- Kohn-Sham gap (hartree) = 0.2428
- max |F| (hartree/bohr) = 0.0920
- total energy (eV) = -72425.0966
- charge = -1

=====

Entry 2:
6 unconnected molecules or ions with the total composition C39H86ClN6O12. Source: OMol25; level of theory: ωB97M-V/def2-TZVPD.

XYZ file:
```
144
Properties=species:S:1:pos:R:3:mulliken_charge:R:1
C 0.828 -5.778 -1.660 -1.24
C 0.781 -6.523 -2.985 0.48
Cl 2.321 -6.419 -3.850 -0.16
C -0.388 -6.057 -3.865 -1.16
C -1.686 -6.637 -3.399 -0.08
C -2.790 -5.856 -3.068 0.30
C -3.947 -6.474 -2.617 0.55
C -5.125 -5.636 -2.200 0.10
O -5.225 -5.325 -1.066 -0.40
O -6.047 -5.347 -3.131 -0.44
C -4.014 -7.860 -2.505 -0.47
C -2.912 -8.604 -2.864 -0.65
N -1.801 -7.974 -3.300 0.03
H -0.166 -5.700 -1.226 0.28
H 1.426 -6.365 -0.969 0.42
H 1.274 -4.800 -1.777 0.28
H 0.656 -7.574 -2.732 0.24
H -0.460 -4.975 -3.803 0.33
H -0.239 -6.308 -4.915 0.43
H -2.727 -4.785 -3.159 0.48
H -5.615 -5.047 -3.944 0.39
H -4.897 -8.366 -2.150 0.55
H -2.874 -9.678 -2.805 0.42
H -1.000 -8.537 -3.562 0.32
C -3.346 1.019 -0.767 -0.61
O -2.469 0.997 -1.879 -0.20
C -1.281 1.764 -1.714 -0.66
C -0.065 0.891 -1.477 -0.47
N -0.108 0.256 -0.168 0.79
C 0.843 -0.834 0.039 -0.90
C 0.868 -2.006 -0.935 -0.70
O -0.252 -2.881 -0.867 -0.33
C -1.426 -2.394 -1.482 -0.32
H -4.314 0.650 -1.107 0.24
H -3.005 0.368 0.045 0.03
H -3.475 2.032 -0.380 0.37
H -1.405 2.503 -0.919 0.20
H -1.126 2.307 -2.651 0.33
H 0.836 1.511 -1.547 0.35
H -0.030 0.161 -2.297 0.27
H -1.044 -0.081 0.008 -0.40
H 0.637 -1.240 1.034 0.06
H 1.851 -0.405 0.077 0.54
H 1.727 -2.624 -0.660 0.44
H 1.038 -1.691 -1.973 0.50
H -1.212 -1.841 -2.401 0.40
H -2.010 -1.772 -0.802 0.14
H -2.046 -3.259 -1.731 -0.05
C -2.001 -2.343 3.441 -0.95
O -1.079 -1.303 3.190 -0.15
C -1.440 -0.029 3.727 -0.58
C -0.617 0.329 4.949 0.30
N -0.965 -0.481 6.110 -0.34
C -0.007 -0.443 7.218 -0.82
C 1.449 -0.804 6.932 -0.04
O 1.681 -2.174 6.651 -0.48
C 1.296 -2.590 5.357 -0.31
H -1.759 -3.164 2.766 0.19
H -1.935 -2.722 4.467 0.33
H -3.028 -2.021 3.248 0.38
H -2.513 0.023 3.935 0.61
H -1.216 0.705 2.949 -0.14
H -0.784 1.383 5.191 0.45
H 0.436 0.214 4.661 -0.36
H -1.087 -1.442 5.827 0.17
H -0.374 -1.138 7.975 0.35
H -0.036 0.555 7.666 0.40
H 2.020 -0.600 7.840 0.43
H 1.890 -0.172 6.150 -0.09
H 1.498 -1.825 4.602 0.10
H 0.239 -2.865 5.340 0.15
H 1.868 -3.483 5.101 0.41
C -0.446 7.223 4.245 -0.67
O -0.532 7.295 2.836 -0.33
C 0.712 7.428 2.161 -0.84
C 1.135 6.144 1.477 -0.02
N 1.528 5.118 2.434 -0.22
C 1.657 3.765 1.891 -1.23
C 0.477 3.133 1.161 0.41
O -0.630 2.779 1.969 0.21
C -1.463 3.853 2.369 -0.92
H -1.444 7.401 4.642 0.23
H -0.117 6.237 4.593 0.26
H 0.229 7.985 4.644 0.33
H 1.490 7.793 2.839 0.40
H 0.565 8.187 1.388 0.42
H 1.986 6.361 0.823 0.36
H 0.297 5.827 0.843 0.07
H 0.869 5.102 3.199 0.08
H 1.889 3.111 2.736 0.32
H 2.528 3.746 1.228 0.43
H 0.830 2.189 0.753 -0.44
H 0.145 3.736 0.306 0.36
H -1.574 4.602 1.581 0.35
H -1.095 4.327 3.283 0.13
H -2.447 3.439 2.594 0.32
C -3.041 1.116 -5.260 -0.32
O -2.362 1.313 -6.484 -0.33
C -3.193 1.371 -7.637 -0.81
C -3.345 2.783 -8.165 -0.19
N -4.158 3.608 -7.281 -0.30
C -4.114 5.048 -7.539 -0.75
C -2.769 5.769 -7.556 -0.45
O -2.142 5.910 -6.295 -0.44
C -1.487 4.759 -5.805 -0.43
H -2.302 0.827 -4.515 -0.11
H -3.528 2.030 -4.906 0.24
H -3.789 0.320 -5.340 0.34
H -4.168 0.914 -7.443 0.39
H -2.694 0.776 -8.407 0.41
H -3.824 2.739 -9.147 0.40
H -2.334 3.186 -8.303 0.15
H -3.890 3.441 -6.322 0.08
H -4.726 5.521 -6.768 0.38
H -4.612 5.235 -8.496 0.39
H -2.966 6.790 -7.889 0.34
H -2.069 5.341 -8.284 0.35
H -0.991 4.199 -6.603 0.28
H -2.177 4.104 -5.265 0.08
H -0.729 5.091 -5.095 0.31
C 3.245 0.501 3.483 -0.42
O 4.120 0.547 2.375 -0.15
C 5.318 1.287 2.584 -0.88
C 6.519 0.379 2.756 -0.25
N 6.485 -0.333 4.026 -0.24
C 7.421 -1.450 4.151 -0.73
C 7.395 -2.570 3.115 -0.46
O 6.265 -3.423 3.173 -0.45
C 5.077 -2.904 2.613 -0.24
H 2.274 0.154 3.123 -0.28
H 3.588 -0.208 4.245 0.48
H 3.117 1.490 3.933 0.31
H 5.215 1.976 3.427 0.40
H 5.473 1.886 1.683 0.40
H 7.427 0.989 2.717 0.41
H 6.534 -0.300 1.894 0.14
H 5.550 -0.673 4.200 -0.04
H 7.237 -1.906 5.127 0.38
H 8.436 -1.039 4.183 0.40
H 8.248 -3.217 3.329 0.35
H 7.541 -2.201 2.092 0.34
H 5.273 -2.315 1.713 0.25
H 4.520 -2.303 3.337 -0.08
H 4.447 -3.752 2.341 0.33
```

Computed properties:
- Kohn-Sham gap (hartree) = 0.1878
- max |F| (hartree/bohr) = 0.0197
- total energy (eV) = -87857.6314
- charge = +1

=====

Entry 3:
9 unconnected molecules or ions with the total composition C39H86O30P3. Source: OMol25; level of theory: ωB97M-V/def2-TZVPD.

XYZ file:
```
158
Properties=species:S:1:pos:R:3:mulliken_charge:R:1
O 3.716 -5.595 -25.942 -0.45
C 2.752 -6.343 -25.435 0.34
O 1.854 -6.624 -26.271 -0.44
O 2.869 -6.877 -24.312 -0.42
H 3.081 -5.475 -26.652 0.15
C -1.073 -5.667 -27.833 1.05
C -1.878 -5.395 -29.119 -0.75
O -2.507 -4.122 -28.952 -0.34
P -1.723 -2.713 -29.275 1.02
O -0.241 -2.868 -29.370 -0.62
O -2.599 -2.168 -30.521 -0.36
C -2.132 -0.939 -31.209 -0.32
C -1.853 -1.318 -32.650 -1.12
O -2.319 -1.778 -28.042 -0.52
C -1.865 -2.091 -26.746 1.89
C -1.594 -0.813 -25.916 -1.11
H -0.750 -6.707 -27.842 0.00
H -0.227 -5.019 -27.604 -0.08
H -1.646 -5.419 -26.939 -0.78
H -1.216 -5.355 -29.983 0.35
H -2.657 -6.154 -29.204 0.42
H -2.859 -0.128 -31.241 0.37
H -1.279 -0.461 -30.729 0.36
H -1.577 -0.383 -33.137 0.38
H -1.010 -2.002 -32.748 0.28
H -2.729 -1.810 -33.072 0.27
H -2.622 -2.731 -26.293 -0.44
H -0.977 -2.716 -26.837 -0.68
H -2.490 -0.210 -25.763 0.31
H -1.195 -1.076 -24.937 -0.05
H -0.706 -0.359 -26.354 0.42
C -0.060 -8.924 -23.820 -0.48
C -1.128 -8.780 -24.886 -0.40
O -2.314 -8.392 -24.257 0.48
P -3.729 -8.786 -24.889 0.46
O -3.735 -9.356 -26.259 -0.77
O -4.587 -7.364 -24.970 -0.43
C -4.187 -6.432 -26.008 -0.29
C -3.699 -5.223 -25.260 -0.54
O -4.545 -9.669 -23.794 -0.34
C -4.638 -9.289 -22.388 -0.25
C -3.660 -10.227 -21.725 -0.79
H 0.745 -9.601 -24.107 0.25
H 0.344 -7.938 -23.591 -0.06
H -0.454 -9.353 -22.899 0.16
H -0.933 -8.044 -25.667 -0.10
H -1.260 -9.742 -25.381 0.76
H -3.362 -6.828 -26.600 0.22
H -5.073 -6.173 -26.588 0.41
H -4.399 -4.968 -24.464 0.63
H -2.706 -5.177 -24.813 -0.19
H -3.730 -4.361 -25.926 0.17
H -4.374 -8.254 -22.172 0.18
H -5.664 -9.416 -22.045 0.38
H -4.050 -11.245 -21.697 0.30
H -2.719 -10.211 -22.273 0.03
H -3.524 -10.042 -20.659 0.36
C 2.312 1.792 -22.448 -1.33
C 2.373 0.255 -22.657 0.32
O 2.225 -0.141 -24.002 0.09
P 3.582 -0.141 -24.891 0.65
O 4.035 1.197 -25.177 -0.83
O 3.144 -1.047 -26.180 -0.47
C 2.470 -2.292 -26.068 1.19
C 1.845 -2.691 -27.420 -0.51
O 4.567 -1.214 -24.112 -0.36
C 5.896 -1.378 -24.619 -0.43
C 5.901 -2.461 -25.760 -0.59
H 3.228 2.353 -22.634 0.34
H 1.518 2.305 -22.990 0.27
H 2.034 1.801 -21.394 0.44
H 3.328 -0.073 -22.247 0.31
H 1.521 -0.143 -22.106 -0.17
H 3.053 -3.141 -25.708 -0.24
H 1.796 -2.198 -25.216 -0.19
H 1.118 -3.473 -27.203 -0.47
H 1.282 -1.883 -27.888 0.42
H 2.545 -3.055 -28.172 0.46
H 6.197 -0.406 -25.010 0.33
H 6.527 -1.600 -23.758 0.36
H 5.600 -2.027 -26.713 0.33
H 6.809 -3.058 -25.841 0.46
H 5.190 -3.256 -25.534 -0.15
C 7.430 -9.238 -20.072 -1.45
C 7.188 -8.503 -21.371 0.58
O 7.729 -7.157 -21.386 -0.33
C 7.319 -6.275 -22.301 0.73
O 7.437 -5.033 -22.108 -0.67
O 6.855 -6.820 -23.376 -0.32
C 6.208 -6.038 -24.445 -0.60
H 6.784 -8.736 -19.352 0.35
H 8.449 -9.207 -19.685 0.39
H 7.274 -10.309 -20.200 0.34
H 6.111 -8.561 -21.533 -0.12
H 7.689 -9.051 -22.168 0.18
H 6.002 -6.734 -25.258 0.30
H 6.943 -5.370 -24.894 0.37
H 5.329 -5.410 -24.303 0.23
C -1.489 -0.085 -20.565 -1.13
C -2.089 -1.030 -21.577 -0.35
O -1.040 -1.886 -22.059 -0.16
C -1.376 -2.867 -22.954 0.52
O -2.483 -3.085 -23.472 -0.59
O -0.210 -3.543 -23.211 0.08
C -0.229 -4.667 -24.071 -0.82
H -2.339 0.526 -20.262 0.43
H -0.714 0.624 -20.858 0.25
H -1.083 -0.610 -19.700 0.19
H -2.457 -0.486 -22.446 0.41
H -2.994 -1.565 -21.289 0.39
H -0.985 -5.425 -23.866 0.33
H 0.722 -5.199 -24.048 -0.24
H -0.349 -4.325 -25.099 0.27
C 5.219 -9.604 -24.382 -1.35
C 4.342 -9.439 -23.181 1.12
O 4.850 -10.406 -22.229 -0.41
C 4.064 -10.906 -21.225 0.54
O 4.400 -11.773 -20.421 -0.63
O 2.908 -10.223 -21.249 -0.11
C 2.045 -10.277 -20.198 -0.71
H 5.183 -10.621 -24.772 0.41
H 6.239 -9.285 -24.165 0.17
H 4.896 -8.938 -25.182 0.20
H 3.273 -9.588 -23.335 -0.04
H 4.280 -8.402 -22.852 0.01
H 1.751 -11.323 -20.111 0.35
H 1.148 -9.708 -20.441 0.15
H 2.534 -9.948 -19.280 0.30
C -0.431 -3.079 -18.062 -1.35
C -1.137 -4.015 -18.978 0.18
O -0.247 -4.816 -19.725 -0.19
C -0.105 -6.148 -19.366 0.53
O -0.727 -6.755 -18.475 -0.65
O 0.797 -6.759 -20.163 -0.22
C 1.450 -6.009 -21.218 0.03
H -1.137 -2.343 -17.676 0.41
H 0.409 -2.586 -18.551 0.27
H -0.104 -3.667 -17.204 0.39
H -1.667 -3.455 -19.750 -0.06
H -1.877 -4.612 -18.446 0.38
H 1.886 -5.092 -20.821 0.41
H 0.782 -5.806 -22.055 -0.04
H 2.227 -6.600 -21.702 -0.09
C 1.928 -9.839 -27.369 -0.79
C 1.291 -8.999 -28.513 0.62
O 0.818 -9.886 -29.638 -0.39
C 1.502 -10.255 -30.752 0.70
O 1.056 -10.938 -31.674 -0.60
O 2.839 -9.915 -30.571 -0.29
C 3.791 -10.129 -31.574 -0.78
H 2.328 -9.192 -26.589 -0.04
H 2.850 -10.336 -27.672 0.40
H 1.307 -10.633 -26.954 0.31
H 2.035 -8.320 -28.930 0.28
H 0.515 -8.374 -28.072 -0.35
H 4.610 -10.807 -31.336 0.28
H 4.177 -9.178 -31.943 0.27
H 3.342 -10.762 -32.339 0.33
```

Computed properties:
- Kohn-Sham gap (hartree) = 0.3066
- max |F| (hartree/bohr) = 0.1054
- total energy (eV) = -131137.6791
- charge = -1

=====

| no. | HOMO energy (eV) |
| --- | --- |
| 1 | -4.65 |
| 2 | -9.83 |
| 3 | -6.42 |